{
  "formula": "C6H16BrN2O2",
  "method": "ωB97M-V/def2-TZVPD",
  "species": ["Br", "C", "C", "O", "N", "H", "H", "C", "H", "H", "H", "H", "H", "H", "C", "C", "O", "N", "H", "H", "C", "H", "H", "H", "H", "H", "H"],
  "coordinates": [[1.19, 1.57, 0.22], [-1.01, 0.22, 2.99], [-0.02, -0.86, 3.30], [-0.24, -1.85, 3.91], [1.43, -0.67, 2.87], [1.87, -1.59, 2.85], [1.31, -0.35, 1.89], [2.18, 0.40, 3.60], [-1.94, -0.29, 3.23], [-1.08, 0.38, 1.91], [-0.73, 1.13, 3.51], [2.07, 1.36, 3.11], [3.24, 0.19, 3.47], [1.85, 0.41, 4.63], [-1.56, 0.90, -4.59], [-1.29, 0.75, -3.12], [-1.94, 1.23, -2.27], [-0.02, 0.01, -2.70], [0.65, 0.17, -3.45], [0.38, 0.61, -1.96], [-0.32, -1.40, -2.25], [-1.27, 0.02, -5.17], [-0.80, 1.60, -4.95], [-2.60, 1.17, -4.70], [-0.96, -1.35, -1.36], [0.59, -1.92, -2.00], [-1.00, -1.83, -2.97]],
  "relative_energy_kcal_mol": 15.1,
  "lumo_energy_ev": -2.88,
  "total_charge": 1,
  "molar_mass_g_mol": 228.110,
  "multiplicity": 1
}

{
  "formula": "C6H16Cl2NO4P3",
  "method": "ωB97M-V/def2-TZVPD",
  "species": ["C", "C", "C", "C", "P", "C", "C", "O", "Cl", "P", "O", "Cl", "P", "N", "O", "O", "H", "H", "H", "H", "H", "H", "H", "H", "H", "H", "H", "H", "H", "H", "H", "H"],
  "coordinates": [[3.52, -0.61, 0.00], [2.56, 0.61, -0.52], [1.49, -0.01, -1.54], [0.05, 0.76, -1.51], [-1.17, -0.05, -0.31], [-0.39, -1.19, 1.03], [-1.43, -1.68, 2.12], [-2.65, -1.52, 2.11], [-0.70, -2.62, 3.54], [-1.34, -1.82, -1.68], [-2.27, -1.29, -3.03], [-2.56, -3.27, -0.73], [-1.24, 1.69, 1.04], [0.07, 1.80, 1.96], [-1.37, 3.21, 0.20], [-2.68, 1.53, 1.97], [4.44, -0.13, 0.49], [3.77, -1.27, -0.89], [2.95, -1.15, 0.83], [2.04, 1.01, 0.42], [3.18, 1.47, -0.95], [1.93, 0.10, -2.59], [1.40, -1.12, -1.31], [0.30, 1.85, -1.29], [-0.38, 0.62, -2.58], [-2.62, 0.06, -0.43], [-0.07, -2.14, 0.44], [0.58, -0.75, 1.45], [-3.22, -1.31, -2.78], [-0.30, 1.71, 2.93], [-0.46, 3.59, 0.16], [-3.41, 1.92, 1.43]],
  "lumo_energy_ev": 0.15,
  "total_charge": 0,
  "smiles": "CCCC[PH](CC(=O)Cl)(P(O)Cl)P(=N)(O)O",
  "molar_mass_g_mol": 330.025,
  "multiplicity": 1
}

{
  "formula": "C6H16ClGaIO2P",
  "method": "ωB97M-V/def2-TZVPD",
  "species": ["C", "I", "H", "H", "H", "Ga", "P", "C", "C", "H", "H", "H", "C", "H", "H", "H", "H", "H", "H", "C", "O", "Cl", "C", "O", "H", "H", "H", "H"],
  "coordinates": [[1.03, -1.13, 0.18], [3.74, -0.84, 1.53], [1.43, -2.04, -0.26], [0.99, -1.18, 1.27], [1.61, -0.27, -0.17], [-1.06, -0.83, -0.46], [-0.85, 0.22, -2.50], [0.89, 0.63, -2.82], [-1.36, -1.01, -3.76], [-2.70, 1.73, -2.19], [-2.04, 1.77, -3.86], [-1.16, 2.59, -2.52], [-1.79, 1.73, -2.80], [-2.25, -1.56, -3.41], [-1.60, -0.47, -4.69], [1.06, 0.72, -3.90], [1.55, -0.14, -2.39], [-0.55, -1.73, -3.93], [1.10, 1.59, -2.33], [4.80, -0.07, -0.57], [5.87, 0.16, -0.95], [-2.50, -2.35, -0.03], [-1.98, -0.12, 2.64], [-1.46, 0.39, 1.39], [-2.55, -1.02, 2.39], [-2.67, 0.60, 3.10], [-1.19, -0.39, 3.36], [-0.73, 1.02, 1.57]],
  "relative_energy_kcal_mol": 5.8,
  "lumo_energy_ev": [-9.78, -11.10],
  "total_charge": 2,
  "molar_mass_g_mol": 383.246,
  "multiplicity": 1
}

{
  "formula": "C6H16ClO10S2",
  "method": "ωB97M-V/def2-TZVPD",
  "species": ["Cl", "O", "O", "O", "O", "O", "S", "O", "O", "C", "C", "C", "H", "H", "H", "H", "H", "H", "H", "H", "O", "S", "O", "O", "C", "C", "C", "H", "H", "H", "H", "H", "H", "H", "H"],
  "coordinates": [[0.72, -1.23, -1.31], [0.38, 0.12, -1.05], [-0.43, -2.13, -1.11], [1.19, -1.35, -2.65], [1.73, -1.68, -0.45], [4.53, 2.08, 0.90], [4.93, 1.00, 1.79], [6.20, 0.92, 2.53], [3.62, 0.80, 2.83], [2.36, 0.79, 2.16], [1.41, -0.41, 2.71], [4.80, -0.55, 0.76], [2.47, 0.67, 1.08], [1.89, 1.77, 2.24], [1.24, -0.37, 3.79], [1.80, -1.38, 2.42], [0.48, -0.24, 2.17], [5.81, -0.72, 0.36], [4.05, -0.34, 0.00], [4.47, -1.41, 1.34], [-4.70, 1.89, 0.64], [-4.60, 0.63, -0.05], [-5.75, -0.20, -0.26], [-3.96, 1.06, -1.51], [-3.45, 0.04, -2.32], [-3.20, 0.56, -3.74], [-3.15, -0.21, 0.70], [-4.19, -0.76, -2.33], [-2.49, -0.27, -1.90], [-2.49, 1.38, -3.80], [-4.13, 1.01, -4.10], [-2.95, -0.25, -4.41], [-2.19, 0.21, 0.38], [-3.18, -1.26, 0.41], [-3.19, -0.22, 1.79]],
  "lumo_energy_ev": 2.82,
  "total_charge": -1,
  "molar_mass_g_mol": 347.771,
  "multiplicity": 1
}

{
  "formula": "C6H16F6MgNO8S2",
  "method": "ωB97M-V/def2-TZVPD",
  "species": ["Mg", "C", "F", "F", "F", "S", "O", "O", "N", "S", "O", "O", "C", "F", "F", "F", "C", "O", "H", "H", "H", "H", "C", "O", "H", "H", "H", "H", "C", "O", "H", "H", "H", "H", "C", "O", "H", "H", "H", "H"],
  "coordinates": [[30.71, -14.38, 4.70], [32.63, -11.75, 7.14], [33.34, -11.32, 6.07], [33.33, -11.59, 8.32], [31.47, -11.12, 7.09], [32.42, -13.70, 6.82], [33.37, -14.43, 7.65], [31.01, -14.07, 7.13], [32.47, -13.87, 5.06], [33.99, -14.18, 4.90], [34.96, -13.18, 5.45], [34.31, -15.59, 5.16], [34.18, -14.06, 2.95], [33.64, -12.83, 2.69], [35.54, -14.16, 2.66], [33.50, -15.08, 2.38], [30.54, -17.04, 6.14], [31.18, -16.34, 5.10], [29.53, -16.69, 6.36], [30.46, -18.11, 5.90], [31.10, -17.13, 7.06], [31.79, -17.01, 4.79], [29.99, -15.57, 2.07], [30.54, -14.37, 2.69], [29.76, -16.26, 2.88], [28.98, -15.42, 1.67], [30.61, -16.10, 1.35], [30.85, -13.85, 1.94], [27.91, -14.64, 6.06], [28.74, -14.88, 4.89], [27.19, -15.46, 6.20], [28.47, -14.54, 6.99], [27.40, -13.69, 5.91], [28.14, -15.16, 4.19], [30.52, -11.51, 4.01], [29.94, -12.46, 4.86], [31.54, -11.86, 3.82], [30.09, -11.55, 3.01], [30.48, -10.49, 4.38], [29.30, -11.97, 5.38]],
  "relative_energy_kcal_mol": 36.0,
  "lumo_energy_ev": -3.13,
  "total_charge": 1,
  "molar_mass_g_mol": 432.620,
  "multiplicity": 1
}

{
  "formula": "C6H16FMgO3",
  "method": "ωB97M-V/def2-TZVPD",
  "species": ["Mg", "F", "C", "C", "C", "O", "C", "H", "H", "H", "H", "H", "H", "H", "H", "C", "O", "H", "H", "H", "H", "C", "O", "H", "H", "H", "H"],
  "coordinates": [[3.78, -0.97, -0.70], [2.15, -1.38, -0.13], [-1.13, 1.67, -1.73], [-0.91, 2.20, -0.30], [0.38, 1.53, 0.09], [1.16, 1.57, -1.11], [0.28, 1.41, -2.25], [-1.63, 2.43, -2.33], [-1.82, 0.83, -1.85], [-1.75, 2.08, 0.38], [-0.74, 3.27, -0.39], [0.19, 0.49, 0.40], [0.93, 2.05, 0.87], [0.37, 0.39, -2.63], [0.59, 2.12, -3.01], [-1.16, -2.25, -0.62], [-0.19, -2.99, 0.11], [-1.98, -2.91, -0.87], [-1.55, -1.38, -0.07], [-0.78, -1.84, -1.57], [0.65, -2.53, 0.07], [0.26, -0.96, 3.18], [1.49, -0.56, 2.60], [0.31, -1.96, 3.62], [0.03, -0.26, 3.98], [-0.56, -0.97, 2.46], [1.64, -1.09, 1.81]],
  "relative_energy_kcal_mol": 0.0,
  "lumo_energy_ev": -8.47,
  "total_charge": 1,
  "molar_mass_g_mol": 179.494,
  "multiplicity": 1
}

{
  "formula": "C6H16N",
  "method": "ωB97M-V/def2-TZVPD",
  "species": ["C", "C", "C", "C", "C", "C", "N", "H", "H", "H", "H", "H", "H", "H", "H", "H", "H", "H", "H", "H", "H", "H", "H"],
  "coordinates": [[1.44, -1.07, -0.66], [0.67, -0.39, 0.35], [0.40, 1.03, 0.05], [-0.57, 1.00, -1.19], [-1.73, 0.02, -1.04], [-2.55, 0.06, 0.26], [2.09, -0.38, 1.78], [2.23, -0.42, -1.04], [0.97, -1.50, -1.56], [1.88, -2.04, -0.39], [-0.08, -0.91, 0.94], [1.31, 1.61, -0.14], [-0.01, 1.61, 0.87], [-0.82, 2.05, -1.28], [-0.03, 0.58, -2.03], [-1.40, -1.02, -1.19], [-2.43, 0.06, -1.85], [-1.95, 0.51, 1.04], [-3.38, 0.78, 0.27], [-2.98, -0.91, 0.50], [2.95, -0.92, 1.90], [1.47, -1.18, 1.92], [2.08, 0.08, 2.70]],
  "relative_energy_kcal_mol": 58.9,
  "lumo_energy_ev": -4.63,
  "total_charge": 1,
  "molar_mass_g_mol": 102.201,
  "multiplicity": 1
}

{
  "formula": "C6H16N",
  "method": "ωB97M-V/def2-TZVPD",
  "species": ["C", "C", "C", "C", "C", "C", "N", "H", "H", "H", "H", "H", "H", "H", "H", "H", "H", "H", "H", "H", "H", "H", "H"],
  "coordinates": [[-1.62, -1.13, -0.86], [-1.49, -0.07, 0.24], [-1.47, -0.66, 1.74], [-0.37, 0.98, 0.00], [1.07, 0.47, 0.11], [1.38, -0.57, -0.95], [2.39, 1.46, -0.14], [-0.79, -1.72, -1.17], [-2.51, -1.79, -0.56], [-2.12, -0.73, -1.75], [-2.49, 0.62, 0.34], [-1.15, 0.09, 2.55], [-0.72, -1.45, 1.83], [-2.40, -1.17, 2.07], [-0.38, 1.97, 0.56], [-0.48, 1.33, -1.01], [1.16, -0.06, 1.13], [0.69, -0.25, -1.70], [0.92, -1.46, -0.65], [2.38, -0.96, -1.27], [3.37, 1.09, 0.21], [2.24, 2.27, 0.42], [2.38, 1.71, -1.13]],
  "relative_energy_kcal_mol": 51.7,
  "lumo_energy_ev": -3.68,
  "total_charge": 1,
  "smiles": "CC(C)C[C@@H](C)[NH3+]",
  "molar_mass_g_mol": 102.201,
  "multiplicity": 1
}

{
  "formula": "C6H16N",
  "method": "ωB97M-V/def2-TZVPD",
  "species": ["C", "C", "C", "C", "C", "C", "N", "H", "H", "H", "H", "H", "H", "H", "H", "H", "H", "H", "H", "H", "H", "H", "H"],
  "coordinates": [[1.44, -2.16, 0.44], [1.73, -0.63, 0.29], [1.14, 0.43, 0.95], [0.49, 0.08, -1.60], [0.15, 0.29, 1.89], [-0.87, 1.53, 1.67], [-2.50, 0.55, -2.29], [1.03, -2.43, 1.45], [2.43, -2.69, 0.31], [0.76, -2.54, -0.40], [2.75, -0.29, -0.23], [1.62, 1.35, 0.57], [-0.34, -0.26, -1.02], [1.05, -0.55, -2.32], [0.50, 1.14, -1.56], [0.54, 0.43, 2.89], [-0.44, -0.69, 1.75], [-0.26, 2.43, 1.65], [-1.64, 1.56, 2.43], [-1.42, 1.34, 0.73], [-3.45, 0.75, -2.08], [-2.46, 0.82, -3.28], [-2.25, -0.47, -2.22]],
  "relative_energy_kcal_mol": 103.6,
  "lumo_energy_ev": -5.82,
  "total_charge": 1,
  "molar_mass_g_mol": 102.201,
  "multiplicity": 1
}